1.
{"formula": "C30H60N2O2", "method": "the ωB97M-V functional and the def2-TZVPD basis", "symbols": ["C", "C", "C", "C", "C", "C", "C", "C", "C", "C", "C", "C", "C", "C", "C", "C", "C", "C", "C", "C", "C", "C", "N", "C", "C", "N", "H", "H", "H", "H", "H", "H", "H", "H", "H", "H", "H", "H", "H", "H", "H", "H", "H", "H", "H", "H", "H", "H", "H", "H", "H", "H", "H", "H", "H", "H", "H", "H", "H", "H", "H", "H", "H", "H", "H", "H", "H", "H", "H", "H", "C", "C", "C", "O", "H", "H", "H", "H", "H", "H", "H", "H", "C", "C", "C", "O", "H", "H", "H", "H", "H", "H", "H", "H"], "xyz": [[2.03583, -2.35236, 0.79934], [0.70046, -1.94766, 1.41641], [-0.05548, -3.17793, 1.88970], [-1.40720, -2.91634, 2.59792], [-2.05807, -1.55770, 2.32846], [-1.73266, -0.49327, 3.40385], [-1.25453, 0.79980, 2.77004], [-1.00837, 1.94655, 3.74661], [-0.41705, 3.14119, 2.97454], [0.84392, 3.77087, 3.62359], [1.94316, 3.97724, 2.59826], [2.64009, 2.66817, 2.26025], [3.81440, 2.88469, 1.30762], [3.29119, 3.21878, -0.09625], [3.51502, 2.11874, -1.14789], [3.57383, 0.68533, -0.58374], [2.73843, -0.29349, -1.42446], [1.29405, -0.24607, -0.94466], [0.43244, -1.42151, -1.43234], [-0.66733, -0.97831, -2.42218], [-2.04917, -1.12142, -1.79718], [-2.96599, -0.17018, -2.39396], [-3.75748, 0.58342, -2.84391], [-2.62769, -2.54578, -1.98077], [-3.15682, -3.08490, -0.75053], [-3.63639, -3.55362, 0.21914], [2.55127, -3.01415, 1.48611], [2.66580, -1.49275, 0.61694], [1.85791, -2.90358, -0.11481], [0.10601, -1.48895, 0.63175], [0.81305, -1.20742, 2.19859], [-0.17385, -3.88642, 1.08079], [0.59480, -3.67293, 2.60690], [-1.26467, -3.07728, 3.65648], [-2.09857, -3.67652, 2.25338], [-3.12766, -1.71571, 2.35948], [-1.83769, -1.17957, 1.33879], [-1.03543, -0.87167, 4.14136], [-2.65462, -0.25025, 3.92059], [-0.32941, 0.65630, 2.21649], [-2.00432, 1.10141, 2.04361], [-0.34138, 1.62837, 4.53461], [-1.96465, 2.22385, 4.17005], [-1.18370, 3.90090, 2.93235], [-0.13431, 2.81297, 1.98269], [0.54216, 4.71088, 4.06930], [1.18898, 3.14514, 4.44007], [2.66654, 4.68589, 2.99125], [1.48811, 4.44349, 1.73026], [1.91817, 2.01092, 1.78672], [2.96371, 2.25848, 3.21169], [4.36530, 3.74027, 1.68181], [4.50759, 2.05439, 1.30718], [3.76583, 4.13094, -0.43787], [2.23237, 3.43363, -0.06628], [2.67044, 2.16406, -1.82866], [4.38057, 2.31298, -1.76479], [4.60428, 0.36067, -0.64365], [3.20275, 0.62072, 0.42801], [2.80956, -0.06709, -2.48265], [3.12433, -1.29432, -1.26773], [1.31313, -0.28079, 0.13857], [0.85992, 0.71122, -1.21443], [-0.06192, -1.85175, -0.57048], [1.06877, -2.17601, -1.86762], [-0.56676, -1.55665, -3.33492], [-0.51094, 0.05357, -2.69941], [-2.00435, -0.91127, -0.73705], [-1.84783, -3.22467, -2.30019], [-3.39183, -2.56313, -2.74320], [1.66084, -5.93942, -3.04964], [2.43514, -4.66373, -3.34553], [3.61748, -4.93090, -4.26391], [2.88225, -4.06664, -2.12786], [2.30121, -6.66521, -2.54189], [0.81793, -5.73181, -2.38940], [1.28238, -6.39549, -3.96531], [1.77065, -3.93317, -3.81068], [4.31636, -5.62678, -3.79244], [4.16171, -4.00800, -4.46482], [3.29366, -5.35839, -5.21362], [3.47303, -4.68864, -1.69249], [-6.48197, 3.96485, -1.79321], [-5.40863, 4.18134, -0.73680], [-4.34446, 5.15706, -1.21786], [-4.81039, 2.93722, -0.38379], [-6.04390, 3.53741, -2.69874], [-7.23481, 3.26343, -1.43349], [-6.97529, 4.90217, -2.05605], [-5.86715, 4.56410, 0.17596], [-3.84392, 4.76548, -2.10745], [-3.58273, 5.29991, -0.45063], [-4.77727, 6.12790, -1.46451], [-4.39817, 2.57487, -1.17585]], "homo_ev": -9.9, "smiles": "CCCCCCCCCCCCCCCCCCCC[C@@H](C#N)CC#N.CC(C)O.CC(C)O", "e_tot_ha": -1438.9771, "charge": 0, "orbital_gap_ha": 0.38059}

2.
{"formula": "C30H60O24", "method": "the ωB97M-V functional and the def2-TZVPD basis", "symbols": ["C", "C", "C", "O", "C", "O", "O", "H", "H", "H", "H", "H", "H", "C", "C", "C", "O", "C", "O", "O", "H", "H", "H", "H", "H", "H", "C", "C", "C", "O", "C", "O", "O", "H", "H", "H", "H", "H", "H", "C", "C", "C", "O", "C", "O", "O", "H", "H", "H", "H", "H", "H", "C", "C", "C", "O", "C", "O", "O", "H", "H", "H", "H", "H", "H", "C", "C", "C", "O", "C", "O", "O", "H", "H", "H", "H", "H", "H", "C", "O", "H", "H", "H", "H", "C", "O", "H", "H", "H", "H", "C", "O", "H", "H", "H", "H", "C", "O", "H", "H", "H", "H", "C", "O", "H", "H", "H", "H", "C", "O", "H", "H", "H", "H"], "xyz": [[16.89746, -14.96503, 19.15518], [18.31672, -14.55561, 18.80346], [19.45576, -15.41559, 19.38369], [20.30206, -15.74296, 18.35279], [19.68387, -15.52732, 17.20604], [20.10835, -15.73166, 16.12826], [18.43874, -15.06732, 17.48780], [16.43180, -14.76566, 20.12033], [16.68873, -16.03015, 19.05488], [16.24950, -14.55199, 18.38210], [18.45379, -13.47517, 18.84754], [18.88261, -16.24635, 19.79532], [19.99955, -14.86476, 20.15115], [23.24938, -17.44277, 16.11394], [24.20892, -18.57933, 15.57813], [23.50824, -19.92169, 15.31365], [24.02647, -20.30703, 14.09977], [24.45018, -19.30726, 13.38879], [24.62937, -19.28165, 12.17012], [24.49125, -18.21869, 14.21962], [22.95655, -17.50361, 17.16211], [22.36744, -17.46038, 15.47365], [23.72359, -16.46300, 16.17119], [25.10726, -18.71411, 16.18055], [22.43580, -19.74662, 15.39927], [23.81501, -20.61896, 16.09327], [13.79942, -12.93200, 15.92053], [13.49190, -14.43080, 16.01726], [14.61408, -15.33451, 15.52780], [14.71896, -16.31455, 16.55913], [13.90657, -15.96209, 17.59334], [13.84089, -16.56540, 18.63014], [13.28322, -14.77554, 17.32760], [14.81430, -12.71705, 16.25506], [12.99788, -12.31883, 16.33241], [13.81710, -12.60729, 14.88017], [12.59699, -14.70589, 15.45908], [15.56139, -14.80436, 15.42954], [14.26929, -15.78576, 14.59743], [22.39728, -10.35554, 16.15404], [22.51436, -11.76207, 16.74396], [22.55531, -12.86156, 15.77579], [23.66515, -13.65643, 16.22860], [24.33065, -12.99434, 17.16880], [25.38259, -13.45259, 17.69545], [23.72911, -11.91136, 17.51144], [23.18425, -10.19260, 15.41767], [22.45086, -9.52572, 16.85876], [21.42959, -10.31493, 15.65403], [21.65149, -11.96829, 17.37724], [22.59635, -12.52912, 14.73853], [21.72301, -13.55888, 15.87132], [16.11154, -11.30648, 18.68415], [16.78181, -10.55718, 17.53657], [17.96361, -9.70492, 17.82587], [19.08188, -10.40063, 17.27740], [18.66740, -11.43991, 16.57977], [19.40574, -12.13294, 15.82739], [17.33749, -11.58050, 16.73066], [16.78480, -11.93078, 19.27157], [15.35738, -12.01154, 18.33452], [15.61909, -10.58793, 19.33934], [16.07687, -9.93486, 16.98532], [18.13241, -9.54391, 18.89062], [17.73009, -8.85718, 17.18174], [18.37042, -19.87127, 14.91333], [19.00283, -18.88899, 15.97245], [18.16151, -18.69426, 17.30373], [19.14386, -18.98115, 18.27500], [20.23458, -19.33816, 17.74939], [21.22282, -19.62611, 18.40461], [20.26230, -19.26332, 16.43822], [17.89872, -20.70105, 15.43970], [19.06832, -20.15559, 14.12579], [17.51844, -19.33123, 14.50031], [19.28030, -17.95804, 15.47804], [17.35725, -19.42493, 17.38958], [17.76736, -17.68916, 17.45375], [23.05886, -15.17750, 20.49436], [23.52929, -15.22703, 21.78511], [22.29539, -14.42603, 20.29307], [23.84110, -15.00304, 19.75561], [22.55792, -16.13096, 20.32685], [23.14510, -16.01809, 22.17010], [18.12307, -15.23536, 12.92289], [17.72224, -14.41645, 14.01321], [19.13908, -15.61535, 12.81603], [17.48423, -16.10908, 13.05166], [17.92184, -14.70303, 11.99325], [18.32332, -14.52894, 14.75324], [20.91480, -11.61095, 20.34701], [19.82077, -12.34504, 20.74306], [21.75953, -12.20620, 20.00030], [20.68459, -10.81405, 19.63986], [21.28094, -11.04784, 21.20546], [20.01334, -12.81940, 21.55515], [21.02444, -18.44427, 21.41855], [22.11341, -18.10707, 22.25550], [21.20679, -17.84752, 20.52483], [20.87971, -19.47539, 21.09615], [20.08590, -18.10597, 21.85766], [21.85968, -18.53560, 23.07622], [16.87808, -18.23418, 20.87264], [17.14357, -17.10099, 21.60542], [16.47143, -18.00636, 19.88733], [17.73806, -18.89660, 20.77394], [16.06190, -18.81702, 21.29955], [16.30432, -16.64666, 21.70955], [14.24968, -14.78973, 21.70514], [14.23294, -16.24974, 21.81881], [14.29780, -14.29471, 20.73522], [13.35115, -14.35483, 22.14289], [15.07688, -14.42304, 22.31292], [13.87284, -16.71803, 21.06209]], "homo_ev": -9.7, "smiles": "C[C@H]1COC(=O)O1.C[C@H]1COC(=O)O1.C[C@H]1COC(=O)O1.C[C@H]1COC(=O)O1.C[C@H]1COC(=O)O1.C[C@H]1COC(=O)O1.CO.CO.CO.CO.CO.CO", "e_above_lowest_kj_mol": 283.6, "e_tot_ha": -2984.7765, "charge": 0, "orbital_gap_ha": 0.35696}